Record 1
The following is a DFT calculation (the ωB97M-V functional and the def2-TZVPD basis) of a structure of composition C3H6N3S in a non-equilibrium geometry.

Calculated values
**Highest occupied orbital energy**: -14.114 eV
**Total charge**: +1
**ΔE to the lowest compared entry with this formula, charge and spin**: 83.7 kcal per mole
**Gap between HOMO and LUMO**: 9.486 eV
**Strongest force on any atom**: 4.06 eV/Å
**E_LUMO**: -0.170 hartree

Structure (XYZ):
```
13
Properties=species:S:1:pos:R:3:forces:R:3:mulliken_charge:R:1
C 0.62633 -0.46212 0.26252 0.2819 -1.5083 0.1562 0.3017
C -1.41683 0.37524 -0.65658 -2.6460 -1.2916 1.2933 -0.5588
C -0.64695 1.62697 -0.20528 0.8102 0.8624 -3.0539 -0.4340
N 2.69045 -2.02320 1.33366 -0.6296 -1.2280 -0.5417 -0.2156
N 1.74079 -2.02924 0.66794 -2.3543 -1.0545 -2.4511 0.1475
N -0.51290 -0.74283 -0.33068 1.3344 -1.3294 -0.9711 -0.1542
S 0.95848 1.14436 0.53463 -0.1852 -0.0293 0.0896 -0.0220
H -2.36531 0.15948 -0.03591 1.3536 0.6368 -0.7122 0.2596
H -1.82187 0.27432 -1.72681 1.2476 0.6711 1.3697 0.3363
H -0.43921 2.11138 -1.20245 0.2458 0.1430 1.2889 0.2992
H -0.99683 2.38461 0.46376 -1.1646 -0.0491 0.2798 0.4395
H 2.81346 -1.16760 1.74626 1.5936 3.1448 2.0166 0.2946
H -0.62962 -1.65135 -0.85107 0.1127 1.0323 1.2359 0.3062
```
Forces are in eV/Å.

---

Record 2
The following is a DFT calculation (the ωB97M-V functional and the def2-TZVPD basis) of a cluster of 7 separate species, C7H27NO6 in total in a non-equilibrium geometry.

Calculated values
**Highest occupied orbital energy**: -8.965 eV
**Total charge**: 0
**ΔE to the lowest compared entry with this formula, charge and spin**: 86.5 kcal per mole
**Gap between HOMO and LUMO**: 9.178 eV
**Strongest force on any atom**: 5.32 eV/Å
**SMILES string**: C/C=C(\C)C[C@@H](C)N.O.O.O.O.O.O
**E_LUMO**: 0.008 hartree

Structure (XYZ):
```
41
Properties=species:S:1:pos:R:3:forces:R:3:mulliken_charge:R:1
C 2.45086 -0.14247 -1.85470 1.0742 3.2490 1.4729 -1.2014
C 1.26001 0.13565 -0.90419 0.0839 0.3429 -2.4259 0.0281
C 1.22102 -0.33862 0.34447 -0.3289 1.6092 -0.0561 0.8803
C 2.48835 -0.78200 0.97801 1.6097 1.4986 -0.7735 -1.5910
C -0.00977 -0.28096 1.19661 -1.0675 -0.1518 -0.2004 0.0945
C -0.33631 -1.71179 1.71673 -0.5270 0.5863 -1.7142 0.3562
C -1.52463 -1.67187 2.64699 0.0671 1.2688 2.4818 -1.5642
N -0.65485 -2.63903 0.57527 5.2372 -0.9165 0.2449 -0.7207
H 2.58721 0.52574 -2.74054 -0.6231 0.1171 0.8384 0.3177
H 3.40225 0.01240 -1.25079 -0.9365 -0.8057 -1.2759 0.3330
H 2.35468 -1.05680 -2.32941 0.2023 -2.3036 -0.4112 0.2043
H 0.48590 0.73330 -1.47582 0.3046 -1.2444 1.5249 -0.1415
H 3.36311 -0.35163 0.39540 -0.9700 -1.2015 0.6621 0.3794
H 2.66249 -0.28789 1.92320 -0.5225 -0.1387 0.7137 0.3419
H 2.55494 -1.83425 1.09292 0.4197 -1.0408 0.1365 0.3013
H 0.13908 0.10910 2.21957 0.1988 1.3297 -0.7874 0.2813
H -0.87411 0.19813 0.56501 1.3710 -0.8987 1.6866 -0.0779
H 0.65342 -2.01618 2.19965 -1.6944 -0.2678 -0.3460 0.2813
H -1.34734 -1.21289 3.68260 0.5355 -0.7817 -1.2000 0.3288
H -1.88755 -2.65719 2.82167 -0.3439 -0.8206 0.1058 0.4473
H -2.36545 -1.02387 2.39157 0.1085 -0.1634 -1.0458 0.2553
H 0.39624 -2.69763 0.13666 -3.4067 -0.5129 0.8990 0.2725
H -1.13247 -2.22776 -0.19635 -0.7101 1.0440 -0.2407 0.2865
O -1.56498 3.48548 0.30020 1.5470 1.2266 3.2430 -0.6447
H -1.36833 2.95844 1.13647 -0.4807 0.4615 -2.0022 0.3681
H -1.89780 2.96172 -0.37899 -1.0127 -1.9288 -1.2984 0.2861
O 0.41797 2.65793 -2.64661 0.0119 -0.1085 -2.1519 -0.6605
H 1.22410 2.58217 -2.17935 1.3192 -0.0101 0.7896 0.3096
H -0.23831 2.87219 -2.01819 -0.9957 0.5158 1.3336 0.3567
O -1.85915 1.28344 -2.55350 -2.3046 1.0815 -0.1431 -0.6053
H -1.00241 1.09733 -2.84611 2.5290 -1.0195 -0.2152 0.2461
H -2.03204 1.97206 -3.21841 -0.7062 -0.1095 0.3688 0.3231
O 0.25676 3.15078 2.76754 -0.1653 1.9189 -1.0642 -0.6659
H 1.17549 3.02012 2.39378 -1.7680 0.7656 0.3729 0.3273
H -0.14900 4.06243 2.47292 1.8512 -2.6054 0.6531 0.3375
O -3.19281 0.31652 0.03204 -0.3798 -0.7279 -0.9308 -0.5770
H -3.53775 -0.58842 -0.11125 0.2136 0.6183 0.4304 0.3024
H -3.09602 0.61707 -0.89132 0.1851 0.1115 0.3935 0.2527
O 0.51126 -3.99987 -2.06988 0.6907 -0.0065 -0.0810 -0.6673
H -0.46343 -4.11373 -2.07560 1.1449 1.1804 -0.1431 0.3135
H 0.92938 -3.11715 -2.24826 -1.7615 -1.1614 0.1554 0.3044
```
Forces are in eV/Å.

---

Record 3
The following is a DFT calculation (the ωB97M-V functional and the def2-TZVPD basis) of a cluster of 2 separate species, C4H12O2 in total in a non-equilibrium geometry.

Calculated values
**Highest occupied orbital energy**: -9.748 eV
**Total charge**: 0
**ΔE to the lowest compared entry with this formula, charge and spin**: 10.7 kcal per mole
**Gap between HOMO and LUMO**: 10.351 eV
**Strongest force on any atom**: 1.85 eV/Å
**SMILES string**: CCCCO.O
**E_LUMO**: 0.022 hartree

Structure (XYZ):
```
18
Properties=species:S:1:pos:R:3:forces:R:3:mulliken_charge:R:1
C 0.72073 -2.42323 -1.99741 -1.0574 -0.7661 0.2047 -1.1262
C 0.35563 -0.94734 -2.01692 -0.5173 0.0878 1.2827 -0.4444
C -0.34053 -0.45123 -0.68691 0.9507 0.1087 -1.3622 -0.4134
C 0.75646 0.22908 0.13796 -0.9250 -0.1369 -0.1002 -0.5981
O 0.39563 0.52220 1.45857 1.2789 -1.1324 0.7075 -0.4898
H 1.64189 -2.75856 -1.52933 0.4964 0.5084 -0.3559 0.3131
H 0.58748 -2.80539 -3.01074 0.5927 -0.2805 0.0644 0.3250
H -0.01485 -2.97549 -1.39538 -0.1922 0.1665 -0.2160 0.2964
H 1.23650 -0.32773 -2.19351 -0.0600 0.0697 -0.2140 0.2963
H -0.35297 -0.79614 -2.82176 0.0362 0.1151 -0.3076 0.3566
H -1.12651 0.24478 -0.98513 0.0126 0.2243 0.2858 0.2985
H -0.83024 -1.28285 -0.18675 0.1826 -0.0572 0.2646 0.3008
H 1.07868 1.11788 -0.41924 0.1223 0.0039 0.1136 0.2944
H 1.59703 -0.46328 0.20841 0.1001 0.0996 0.0166 0.3225
H -0.22915 1.20818 1.60076 -1.1234 0.9641 -0.3468 0.2969
O -1.57052 2.46591 2.68488 1.2378 -0.5294 0.3667 -0.6755
H -2.32043 2.93589 2.33887 -0.1204 0.6759 -0.1335 0.3175
H -0.82676 3.06245 2.90185 -1.0147 -0.1215 -0.2704 0.3294
```
Forces are in eV/Å.

---

Record 4
The following is a DFT calculation (the ωB97M-V functional and the def2-TZVPD basis) of a cluster of 3 separate species, C2H9NO4 in total in a non-equilibrium geometry.

Calculated values
**Highest occupied orbital energy**: -10.178 eV
**Total charge**: 0
**ΔE to the lowest compared entry with this formula, charge and spin**: 7.3 kcal per mole
**Gap between HOMO and LUMO**: 10.605 eV
**Strongest force on any atom**: 1.66 eV/Å
**SMILES string**: CNC(=O)O.O.O
**E_LUMO**: 0.016 hartree

Structure (XYZ):
```
16
Properties=species:S:1:pos:R:3:forces:R:3:mulliken_charge:R:1
C -0.25220 0.41196 -2.16499 -0.7926 -0.2800 -1.2009 -0.8300
N 0.61034 0.66496 -1.05986 0.5541 0.0755 1.5642 -0.1805
C 0.30343 0.80462 0.25835 0.3075 0.7499 -0.3540 0.5756
O 1.10205 1.31799 1.02148 -0.3340 -0.3001 0.1775 -0.6107
O -0.95561 0.45971 0.66617 0.3408 0.7934 -0.1897 -0.4668
H 0.29184 0.52477 -3.10433 0.1907 0.1313 0.2325 0.3257
H -0.65462 -0.59878 -2.19342 0.1096 -0.0600 0.3336 0.2789
H -1.11508 1.07909 -2.22320 0.0675 0.1433 0.2160 0.3105
H 1.48554 1.16839 -1.13884 -0.1002 -0.3293 -0.7883 0.2467
H -1.10899 1.14344 1.35112 -0.1712 -0.8457 0.0262 0.3027
O 1.96218 -1.51798 2.10448 -0.0539 -0.9118 0.8323 -0.6246
H 1.61730 -1.78930 1.26580 -0.2878 -0.2859 -0.7044 0.2992
H 2.28457 -0.64480 1.96116 0.2942 1.1996 -0.1307 0.3248
O -2.40635 -1.48010 -0.87455 0.2541 0.1224 -0.1231 -0.6103
H -2.01143 -1.01980 -0.11978 -0.2221 -0.0705 -0.0928 0.3582
H -3.12946 -2.00734 -0.54001 -0.1566 -0.1320 0.2017 0.3005
```
Forces are in eV/Å.

---

Which value of highest occupied orbital energy does entry 1 give? -14.114 eV

---

Which value of E_LUMO does entry 3 give? 0.022 hartree

---

Which of these has the lowest ΔE to the lowest compared entry with this formula, charge and spin? C2H9NO4

---

Repeat the third record exactly.
The following is a DFT calculation (the ωB97M-V functional and the def2-TZVPD basis) of a cluster of 2 separate species, C4H12O2 in total in a non-equilibrium geometry.

Calculated values
**Highest occupied orbital energy**: -9.748 eV
**Total charge**: 0
**ΔE to the lowest compared entry with this formula, charge and spin**: 10.7 kcal per mole
**Gap between HOMO and LUMO**: 10.351 eV
**Strongest force on any atom**: 1.85 eV/Å
**SMILES string**: CCCCO.O
**E_LUMO**: 0.022 hartree

Structure (XYZ):
```
18
Properties=species:S:1:pos:R:3:forces:R:3:mulliken_charge:R:1
C 0.72073 -2.42323 -1.99741 -1.0574 -0.7661 0.2047 -1.1262
C 0.35563 -0.94734 -2.01692 -0.5173 0.0878 1.2827 -0.4444
C -0.34053 -0.45123 -0.68691 0.9507 0.1087 -1.3622 -0.4134
C 0.75646 0.22908 0.13796 -0.9250 -0.1369 -0.1002 -0.5981
O 0.39563 0.52220 1.45857 1.2789 -1.1324 0.7075 -0.4898
H 1.64189 -2.75856 -1.52933 0.4964 0.5084 -0.3559 0.3131
H 0.58748 -2.80539 -3.01074 0.5927 -0.2805 0.0644 0.3250
H -0.01485 -2.97549 -1.39538 -0.1922 0.1665 -0.2160 0.2964
H 1.23650 -0.32773 -2.19351 -0.0600 0.0697 -0.2140 0.2963
H -0.35297 -0.79614 -2.82176 0.0362 0.1151 -0.3076 0.3566
H -1.12651 0.24478 -0.98513 0.0126 0.2243 0.2858 0.2985
H -0.83024 -1.28285 -0.18675 0.1826 -0.0572 0.2646 0.3008
H 1.07868 1.11788 -0.41924 0.1223 0.0039 0.1136 0.2944
H 1.59703 -0.46328 0.20841 0.1001 0.0996 0.0166 0.3225
H -0.22915 1.20818 1.60076 -1.1234 0.9641 -0.3468 0.2969
O -1.57052 2.46591 2.68488 1.2378 -0.5294 0.3667 -0.6755
H -2.32043 2.93589 2.33887 -0.1204 0.6759 -0.1335 0.3175
H -0.82676 3.06245 2.90185 -1.0147 -0.1215 -0.2704 0.3294
```
Forces are in eV/Å.